# 1
Below is a molecular structure, C44H77BIrN7O4SSi3 at a distorted geometry, with properties calculated with ωB97M-V/def2-TZVPD.

## Properties
**HOMO**: -0.2154 Eh
**Kohn-Sham gap**: 5.19 eV
**Lowest unoccupied orbital energy**: -0.7 eV

Each line ends with the Mulliken charge.
Geometry (Å):
Ir1 -0.16866 0.21257 -0.19209  2.1046
C1 -2.23567 -2.47321 3.16995  -2.0221
C2 -0.81670 -2.03201 2.77899  2.3587
C3 0.18197 -2.64331 3.76411  -1.7657
C4 -0.75332 -0.54212 2.83292  0.4565
C5 -0.82612 0.17699 4.01983  -1.2595
C6 -0.92413 1.50818 3.68195  -0.2082
C7 -1.15097 2.57817 4.72169  0.2386
C8 -0.33518 3.85374 4.59996  -1.9292
C9 -2.63476 2.89912 4.90778  -1.5464
N1 -0.87881 1.58020 2.33695  1.3197
N2 -0.77696 0.32440 1.80835  1.0633
B1 -1.22447 2.66490 1.31749  0.1065
N3 -2.32724 2.07685 0.33218  1.1268
N4 -2.03167 1.13162 -0.64638  0.1203
C10 -3.05292 1.11020 -1.50794  -0.8111
C11 -4.01826 2.02422 -1.07746  -1.3479
C12 -3.54355 2.60323 0.07146  0.2308
C13 -4.39683 3.47533 0.95633  0.1829
C14 -3.85148 4.83808 1.38080  -1.4632
C15 -4.87975 2.64165 2.14779  -1.1502
C16 -3.26015 0.36357 -2.80666  0.2495
C17 -2.20774 -0.64524 -3.25707  -0.7993
C18 -4.65609 -0.28073 -2.81691  -1.6651
N5 0.01092 3.05206 0.47153  0.8970
N6 0.33705 2.15955 -0.49578  0.2839
C19 1.19799 2.75449 -1.34666  -0.2659
C20 1.43493 4.04021 -0.87815  -1.3173
C21 0.67052 4.20719 0.25410  0.4112
C22 0.73932 5.44956 1.09868  0.2973
C23 -0.58900 6.13136 1.41490  -1.5749
C24 1.61723 5.18647 2.32548  -1.2920
C25 1.71548 2.20935 -2.65414  2.2866
C26 2.34873 3.33180 -3.48080  -2.1103
C27 0.61401 1.54597 -3.45491  -0.6706
H1 -2.35060 -3.54954 3.04091  0.4216
H2 -3.00477 -1.96438 2.59035  0.4082
H3 -2.41162 -2.24004 4.22197  0.4416
H4 -0.58249 -2.35767 1.77114  -1.9197
H5 -0.08487 -2.38156 4.78935  0.5014
H6 1.19773 -2.29657 3.57747  0.2200
H7 0.16554 -3.73155 3.68965  0.4456
H8 -0.82642 -0.22225 5.01820  0.5661
H9 -0.81572 2.08505 5.63938  0.6161
H10 -0.60009 4.42299 3.71289  0.3220
H11 0.73320 3.64480 4.57241  0.3627
H12 -0.52966 4.48436 5.46938  0.6271
H13 -3.00961 3.50040 4.08050  0.2312
H14 -2.77269 3.47493 5.82376  0.5019
H15 -3.23933 1.99451 4.97534  0.3160
H16 -1.64872 3.61893 1.87477  -0.9245
H17 -4.95936 2.24324 -1.54910  0.4717
H18 -5.26849 3.67845 0.32799  0.5201
H19 -3.18357 4.77152 2.23540  0.0265
H20 -4.68660 5.47865 1.66776  0.5330
H21 -3.31243 5.32794 0.57049  0.2961
H22 -4.03509 2.20258 2.67825  -0.0276
H23 -5.51990 1.82548 1.81194  0.3867
H24 -5.44356 3.25609 2.85117  0.3480
H25 -3.29165 1.16851 -3.54954  0.6692
H26 -1.49709 -0.91935 -2.47694  -0.9584
H27 -1.63779 -0.27623 -4.10352  0.4133
H28 -2.69277 -1.56317 -3.58132  0.8379
H29 -4.75238 -1.02377 -2.02317  0.3016
H30 -4.82078 -0.78108 -3.77094  0.4687
H31 -5.45068 0.45011 -2.68218  0.4288
H32 2.05806 4.79054 -1.32783  0.5889
H33 1.29214 6.14819 0.46372  0.4529
H34 -1.19286 5.57313 2.12466  0.1141
H35 -1.18056 6.27170 0.50935  0.3829
H36 -0.39437 7.11419 1.84663  0.4526
H37 1.29821 4.29220 2.85081  -0.0894
H38 1.58650 6.03336 3.01292  0.3921
H39 2.64910 5.01215 2.02207  0.4116
H40 2.50575 1.48630 -2.45204  -0.9041
H41 1.63876 4.14381 -3.64775  0.4499
H42 2.64952 2.94114 -4.45293  0.4612
H43 3.23562 3.74616 -3.00089  0.3957
H44 -0.18856 2.26206 -3.65447  0.3437
H45 0.19308 0.69481 -2.93604  -0.4491
H46 1.00343 1.18641 -4.40836  0.3818
C28 -2.40589 -1.88137 -0.07347  -1.1631
O1 -0.99295 -1.90600 -0.36210  -0.3888
Si1 -0.46915 -3.57090 -0.85466  0.0905
C29 -1.91941 -4.06970 -1.95324  -1.3637
C30 -0.69779 -4.61586 0.69457  -0.9188
C31 1.13926 -3.77278 -1.58725  0.5790
Si2 2.48701 -4.35566 -0.48171  0.8060
C32 2.48267 -3.47103 1.18402  -0.6432
C33 4.25853 -4.19688 -1.11145  -1.1316
C34 2.29703 -6.21149 -0.11810  -1.5696
Si3 1.25794 -3.85115 -3.41592  0.7694
C35 2.96964 -3.60665 -4.17567  -1.1729
C36 0.20514 -2.52181 -4.24108  -0.3295
C37 0.75793 -5.54719 -4.08414  -1.2996
H47 -2.97642 -1.99336 -0.99306  0.0919
H48 -2.66740 -0.94255 0.40301  0.4426
H49 -2.66345 -2.69997 0.59525  0.6243
H50 -2.79628 -4.31174 -1.34747  0.4743
H51 -1.66621 -4.96198 -2.52372  0.2095
H52 -2.20600 -3.29937 -2.66344  0.2125
H53 -1.70400 -4.53452 1.11373  0.3303
H54 0.02041 -4.39139 1.48204  0.0722
H55 -0.55020 -5.65591 0.40348  0.4618
H56 3.41307 -2.92893 1.36200  0.7438
H57 2.36891 -4.18742 2.00079  0.5440
H58 1.67611 -2.74246 1.25623  -0.5532
H59 4.66649 -3.20465 -0.91454  0.1748
H60 4.37881 -4.40056 -2.16887  0.2429
H61 4.87526 -4.91481 -0.56341  0.4256
H62 3.25372 -6.66052 0.16291  0.3713
H63 1.92316 -6.74178 -0.99578  0.3213
H64 1.59883 -6.39175 0.70010  0.3338
H65 3.49839 -2.74387 -3.76601  0.0118
H66 2.83485 -3.44192 -5.24864  0.4016
H67 3.60545 -4.48285 -4.06149  0.3752
H68 0.20929 -1.63253 -3.61159  -0.4430
H69 -0.82794 -2.83331 -4.40269  0.3389
H70 0.62294 -2.24676 -5.21273  0.5318
H71 1.42485 -6.29938 -3.65512  0.2824
H72 0.85967 -5.59670 -5.17227  0.3561
H73 -0.26327 -5.83453 -3.83230  0.3138
O2 2.93751 -0.46629 2.62153  -0.6697
S1 2.89385 0.43594 1.51237  0.8517
O3 2.74865 1.83956 1.78272  -0.6399
N7 1.79114 -0.04098 0.39416  0.2316
C38 2.32042 -0.35746 -0.79576  -0.3266
O4 1.53600 -0.62454 -1.72164  -0.9458
C39 3.79663 -0.26626 -0.82474  0.3019
C40 4.66893 -0.48469 -1.87433  0.3285
C41 6.02380 -0.28684 -1.63873  -0.9495
C42 6.47950 0.12860 -0.39052  -0.8283
C43 5.59777 0.36827 0.65850  -0.7447
C44 4.25788 0.16109 0.40915  -0.2179
H74 4.29573 -0.80065 -2.83915  0.3945
H75 6.73654 -0.46183 -2.43272  0.4702
H76 7.53965 0.27524 -0.23387  0.4350
H77 5.94775 0.70296 1.62487  0.5795



# 2
Below is a single C4H5NO molecule at a distorted geometry, with properties calculated with ωB97M-V/def2-TZVPD.

## Properties
**HOMO**: -0.2907 Eh
**Kohn-Sham gap**: 8.77 eV
**SMILES**: Oc1ccc[nH]1
**ΔE to the lowest compared entry with this formula, charge and spin**: 101.8 kJ/mol
**Lowest unoccupied orbital energy**: 0.9 eV

Each line ends with the natural charge from an NBO analysis.
Geometry (Å):
O1 2.14652 0.48567 -0.12699  -0.6689
C1 0.83289 0.17568 -0.13383  0.4757
C2 0.28590 -1.07330 -0.05340  -0.4706
C3 -1.15370 -0.85381 -0.01621  -0.2650
C4 -1.35646 0.49600 0.01575  -0.0964
N1 -0.11132 1.12428 -0.02595  -0.5449
H1 2.61874 -0.31897 -0.38704  0.4960
H2 0.85228 -1.64096 0.64985  0.2231
H3 -1.95033 -1.59572 -0.02137  0.2225
H4 -2.25079 1.09519 0.05013  0.2115
H5 0.08626 2.10594 0.04906  0.4169



# 3
Below is 2 unconnected molecules or ions with the total composition C4H8N2O3P, with properties calculated with ωB97M-V/def2-TZVPD.

## Properties
**HOMO (alpha / beta)**: -0.1779 / -0.1779 Eh
**Kohn-Sham gap (alpha / beta)**: 8.44 / 8.44 eV
**Total charge**: -1
**ΔE to the lowest compared entry with this formula, charge and spin**: 234.4 kJ/mol
**Lowest unoccupied orbital energy (alpha / beta)**: 3.6 / 3.6 eV

Each line ends with the natural charge from an NBO analysis.
Geometry (Å):
C1 -3.85732 -0.87359 3.22129  -0.0815
C2 0.75300 -0.76314 -1.17379  -0.6681
C3 0.61756 0.76752 0.91090  -0.6567
C4 -0.02580 0.13734 -0.27172  0.2261
N1 -4.63273 -1.14596 4.02095  -0.3817
N2 -1.26640 0.37111 -0.54368  -0.0710
O1 -1.30611 -1.01624 2.39638  -1.1476
O2 -2.60830 1.14359 1.96583  -1.1575
O3 -1.90183 -0.05330 -1.56270  -0.6240
P1 -2.58056 -0.34585 2.04935  1.9496
H1 0.58673 -1.80864 -0.89333  0.2311
H2 0.38858 -0.63927 -2.19519  0.2421
H3 1.81998 -0.55357 -1.12513  0.2015
H4 0.87243 0.00489 1.64534  0.2466
H5 -0.06084 1.46677 1.39027  0.2468
H6 1.53233 1.28654 0.61256  0.1923
H7 -3.17522 -0.92524 0.92079  -0.1544
H8 -1.80284 0.93096 0.14175  0.4065



# 4
Below is 2 unconnected molecules or ions with the total composition C5H7Cl4OP at a distorted geometry, with properties calculated with ωB97M-V/def2-TZVPD.

## Properties
**HOMO**: -0.3443 Eh
**Kohn-Sham gap**: 9.19 eV
**SMILES**: O=P(Cl)(Cl)Cl.CC(C)=C=CCl
**ΔE to the lowest compared entry with this formula, charge and spin**: 95.1 kJ/mol
**Lowest unoccupied orbital energy**: -0.2 eV

Each line ends with the natural charge from an NBO analysis.
Geometry (Å):
C1 0.16317 2.47890 -0.34052  -0.2337
C2 0.52972 1.28200 -0.26618  -0.0010
C3 1.15912 -0.95063 -0.94454  -0.6681
C4 1.40055 -0.08304 1.50307  -0.6408
C5 0.87687 0.07332 0.09254  0.0098
O1 -1.46566 -2.40820 -0.56264  -1.0412
P1 -2.19286 -1.19936 -0.26615  1.6731
Cl1 -1.46495 3.21966 -0.13704  -0.0843
Cl2 -2.00488 0.24439 -1.76833  -0.2327
Cl3 -1.79547 -0.19941 1.41904  -0.2031
Cl4 -4.05252 -1.61328 -0.04098  -0.1806
H1 0.70005 3.31400 -0.51747  0.2122
H2 2.24819 -1.31602 -0.94604  0.2275
H3 0.79016 -0.57776 -1.87311  0.2287
H4 0.66852 -1.92911 -0.68591  0.2553
H5 2.42886 0.40124 1.56825  0.2349
H6 1.36162 -1.18252 1.69571  0.2203
H7 0.64951 0.44582 2.07030  0.2239



# 5
Below is a molecular structure, C39H34Br4EuN2O8S2Sb at a distorted geometry, with properties calculated with ωB97M-V/def2-TZVPD.

## Properties
**HOMO (alpha / beta)**: -0.2702 / -0.2461 Eh
**Kohn-Sham gap (alpha / beta)**: 6.87 / 4.75 eV
**ΔE to the lowest compared entry with this formula, charge and spin**: 359.8 kJ/mol
**Spin multiplicity**: 7
**Lowest unoccupied orbital energy (alpha / beta)**: -0.5 / -1.9 eV

Each line ends with the Mulliken spin population.
Geometry (Å):
Eu1 0.16452 -0.82268 0.92891  4.9863
O1 -0.10184 0.96022 -3.63117  -0.0002
C1 0.23839 0.33628 -2.49629  -0.0008
O2 -0.46367 -0.42726 -1.82882  0.0029
C2 1.65304 0.68829 -2.05860  0.0049
O3 1.71207 0.59816 -0.65290  -0.0119
C3 2.56922 1.49940 0.10436  0.0201
C4 1.80104 2.49620 0.92691  -0.0034
O4 1.25659 3.46957 0.02432  0.0010
O5 0.79573 1.81290 1.61640  0.0007
H1 -1.03094 0.71271 -3.83050  -0.0003
H2 1.94130 1.65500 -2.46229  0.0003
H3 2.31052 -0.06799 -2.52759  -0.0010
H4 3.27137 2.01072 -0.57209  0.0007
H5 3.10049 0.90982 0.82658  -0.0024
Br1 6.94790 -1.81793 1.08813  0.0127
C5 5.15968 -2.05347 1.73093  0.1145
C6 4.78926 -1.71895 3.11078  0.0622
Br2 6.09045 -0.85779 4.25500  0.0087
C7 3.47568 -1.71498 3.51383  0.0189
Br3 2.94626 -0.76705 5.15370  0.0010
C8 2.44478 -2.28933 2.65956  0.1390
O6 1.22810 -2.26813 3.04430  0.2454
C9 2.80650 -2.69880 1.23846  0.1677
O7 1.94472 -3.02245 0.36247  0.2022
C10 4.18543 -2.44770 0.81749  0.0212
Br4 4.52572 -2.51490 -1.08490  -0.0001
C11 -3.88542 -0.01463 -3.54368  0.0002
C12 -3.86052 -0.53876 -2.10181  -0.0007
C13 -3.85135 -2.08037 -2.01008  -0.0005
N1 -2.53754 -2.71988 -2.26863  -0.0008
C14 -1.71219 -3.14808 -1.30580  0.0006
S1 -1.94535 -3.13265 0.37510  -0.0012
N2 -0.47329 -3.61863 -1.72876  0.0011
C15 -0.11416 -3.84726 -3.02285  0.0021
O8 -0.88133 -3.61888 -3.98274  -0.0001
C16 1.21720 -4.46667 -3.20789  0.0002
C17 1.55819 -4.73432 -4.52259  0.0000
C18 2.74363 -5.32071 -4.84294  -0.0004
C19 3.57661 -5.79517 -3.83082  0.0002
C20 3.22265 -5.58566 -2.50032  0.0004
C21 2.08472 -4.87625 -2.16095  -0.0043
H6 -3.86813 1.07910 -3.59521  0.0000
H7 -4.76564 -0.33955 -4.10304  0.0000
H8 -3.01673 -0.35196 -4.07049  0.0001
H9 -4.75795 -0.29370 -1.53698  0.0000
H10 -2.98142 -0.15598 -1.56957  0.0011
H11 -4.62716 -2.47212 -2.66431  0.0000
H12 -4.09417 -2.37218 -0.96061  0.0001
H13 -2.16974 -2.88266 -3.23855  0.0002
H14 0.15668 -3.90178 -0.99049  0.0022
H15 0.85670 -4.41493 -5.29418  0.0000
H16 2.97285 -5.45093 -5.88313  0.0000
H17 4.49158 -6.32993 -4.06358  0.0000
H18 3.82972 -5.95977 -1.67972  -0.0002
H19 1.87914 -4.59993 -1.12670  -0.0001
S2 -0.34331 3.41572 -0.60866  0.0006
Sb1 -1.01454 2.96669 1.63737  0.0011
C22 -2.99007 3.77543 0.87603  0.0000
C23 -4.15638 3.51476 1.62498  -0.0005
C24 -5.34037 4.14803 1.28532  0.0000
C25 -5.40208 5.00791 0.16988  0.0000
C26 -4.24164 5.30897 -0.55222  0.0001
C27 -3.01875 4.74464 -0.12504  0.0001
C28 2.62846 3.35319 1.87077  0.0003
C29 3.17864 2.82736 3.03987  0.0016
C30 3.45409 3.68758 4.10156  0.0004
C31 3.24091 5.05475 3.98296  0.0000
C32 2.96417 5.56743 2.72684  0.0000
C33 2.64755 4.72777 1.67668  0.0002
C34 -1.84497 0.89852 2.05266  0.0115
C35 -3.09796 0.44324 1.61223  -0.0011
C36 -3.78784 -0.57941 2.26249  -0.0017
C37 -3.20155 -1.21371 3.36839  -0.0012
C38 -1.94605 -0.74286 3.86623  0.0000
C39 -1.30533 0.34268 3.24472  -0.0051
H20 -4.12387 2.77384 2.43891  0.0001
H21 -6.28809 3.89660 1.77276  0.0000
H22 -6.35019 5.44000 -0.18166  0.0000
H23 -4.21372 5.98680 -1.39016  0.0000
H24 -2.09565 5.11016 -0.60526  0.0001
H25 3.32497 1.76127 3.18203  0.0006
H26 3.75715 3.26918 5.05726  0.0001
H27 3.31023 5.73622 4.82970  0.0000
H28 2.89900 6.64134 2.54297  0.0000
H29 2.37309 5.15516 0.70842  0.0000
H30 -3.55720 0.86596 0.72715  0.0003
H31 -4.77802 -0.90197 1.89340  0.0001
H32 -3.70114 -2.08730 3.79679  -0.0001
H33 -1.46343 -1.26375 4.71115  -0.0003
H34 -0.32597 0.65221 3.57782  0.0025



# 6
Below is a single C4H7N molecule at a distorted geometry, with properties calculated with ωB97M-V/def2-TZVPD.

## Properties
**HOMO**: -0.3155 Eh
**Kohn-Sham gap**: 9.75 eV
**SMILES**: C1=CCNC1
**ΔE to the lowest compared entry with this formula, charge and spin**: 93.3 kJ/mol
**Lowest unoccupied orbital energy**: 1.2 eV

Each line ends with the natural charge from an NBO analysis.
Geometry (Å):
C1 -1.19383 -0.34608 0.08001  -0.2602
C2 1.20581 -0.34600 0.03943  -0.2580
C3 0.66687 1.07208 -0.02366  -0.2179
C4 -0.67318 1.03106 -0.08836  -0.2017
H1 -1.65152 -0.40396 1.08618  0.1856
H2 -1.93580 -0.59434 -0.64489  0.1979
H3 0.01821 -1.79361 -0.81880  0.3633
H4 1.94146 -0.62015 -0.74911  0.1964
H5 1.82536 -0.49975 0.99770  0.1826
H6 1.26101 1.99535 0.03417  0.2184
H7 -1.30000 1.93804 -0.13952  0.2133
N1 -0.02753 -1.21256 0.02710  -0.6198